CH6N2O | the ωB97M-V functional and the def2-TZVPD basis

Summary:
- molecular weight (Da) = 62.07
- multiplicity = 1
- relative energy (zero: lowest compared OMol25 entry of this formula, charge and spin) (kcal per mole) = 79.6
- E_tot (eV) = -6159.044

```
10
CH6N2O | the OMol25 dataset | the ωB97M-V functional and the def2-TZVPD basis
C 0.923 -1.747 0.582
N 0.246 -0.861 0.038
O -0.450 -0.913 -1.140
H 1.136 -2.824 0.254
H 1.135 -1.418 1.596
H -0.655 0.136 -1.311
N -0.343 1.926 -0.092
H -0.950 1.734 -0.887
H -0.469 1.181 0.593
H -0.574 2.786 0.366
```

=====

CH6N2O | the ωB97M-V functional and the def2-TZVPD basis

Summary:
- molecular weight (Da) = 62.07
- multiplicity = 1
- relative energy (zero: lowest compared OMol25 entry of this formula, charge and spin) (kcal per mole) = 8.3
- E_tot (eV) = -6162.135

```
10
CH6N2O | the OMol25 dataset | the ωB97M-V functional and the def2-TZVPD basis
N 0.181 -0.546 -0.915
C -0.320 0.317 -1.887
O -1.479 0.613 -2.007
H 1.161 -0.377 -0.736
H -0.421 -0.454 -0.102
H 0.475 0.732 -2.539
N 1.162 -0.330 3.612
H 1.134 0.480 3.001
H 1.497 -0.052 4.525
H 0.212 -0.665 3.721
```

=====

CH6N2O | the ωB97M-V functional and the def2-TZVPD basis

Summary:
- molecular weight (Da) = 62.07
- multiplicity = 1
- relative energy (zero: lowest compared OMol25 entry of this formula, charge and spin) (kcal per mole) = 104.4
- E_tot (eV) = -6157.970

```
10
CH6N2O | the OMol25 dataset | the ωB97M-V functional and the def2-TZVPD basis
C 1.215 -0.037 0.281
N 0.209 -0.002 -0.810
O -0.810 0.777 -0.246
N -1.773 -0.088 0.195
H 1.665 -1.020 0.416
H 2.106 0.633 0.155
H 0.707 0.257 1.241
H 0.397 0.586 -1.575
H -1.284 -0.689 0.795
H -2.433 -0.416 -0.451
```

=====

CH6N2O2 | the ωB97M-V functional and the def2-TZVPD basis

Summary:
- molecular weight (Da) = 78.07
- multiplicity = 1
- relative energy (zero: lowest compared OMol25 entry of this formula, charge and spin) (kcal per mole) = 19.2
- E_tot (eV) = -8210.042

```
11
CH6N2O2 | the OMol25 dataset | the ωB97M-V functional and the def2-TZVPD basis
N -1.723 0.113 0.017
C -0.503 -0.497 -0.282
N -0.539 -1.782 -0.959
O 0.564 -0.033 0.003
H -2.386 -0.491 0.354
H -1.684 0.968 0.548
H -0.863 -1.726 -1.894
H 0.302 -2.243 -1.064
O 2.368 1.809 1.477
H 2.879 2.332 0.847
H 1.586 1.550 0.953
```

=====

CH6N2O2S | the ωB97M-V functional and the def2-TZVPD basis

Summary:
- molecular weight (Da) = 110.14
- multiplicity = 1
- relative energy (zero: lowest compared OMol25 entry of this formula, charge and spin) (kcal per mole) = 6.7
- E_tot (eV) = -19043.608

```
12
CH6N2O2S | the OMol25 dataset | the ωB97M-V functional and the def2-TZVPD basis
N -1.451 1.213 0.112
C -0.950 -0.092 0.209
S 0.886 0.130 -0.141
N 1.419 -1.434 -0.068
O 1.080 0.714 -1.435
O 1.561 0.905 0.886
H -1.536 1.612 -0.800
H -0.953 1.923 0.578
H -1.247 -0.845 -0.479
H -0.905 -0.420 1.255
H 1.135 -1.938 -0.849
H 0.961 -1.768 0.733
```

=====

CH6N2O2SSi | the ωB97M-V functional and the def2-TZVPD basis

Summary:
- molecular weight (Da) = 138.22
- multiplicity = 1
- relative energy (zero: lowest compared OMol25 entry of this formula, charge and spin) (kcal per mole) = 47.8
- E_tot (eV) = -26921.077

```
13
CH6N2O2SSi | the OMol25 dataset | the ωB97M-V functional and the def2-TZVPD basis
N -0.985 -1.734 -0.107
C -1.418 -0.463 -0.363
N -0.634 0.579 -0.415
Si 0.949 0.931 0.108
S -3.381 0.103 -0.246
O -3.213 1.554 -0.191
O -3.625 -0.580 1.043
H -0.016 -2.096 -0.045
H -1.624 -2.461 -0.085
H -1.295 1.367 -0.372
H 1.276 2.221 -0.496
H 0.846 1.107 1.492
H 1.612 -0.357 -0.166
```

=====

CH6N2O3S | the ωB97M-V functional and the def2-TZVPD basis

Summary:
- molecular weight (Da) = 126.14
- multiplicity = 1
- relative energy (zero: lowest compared OMol25 entry of this formula, charge and spin) (kcal per mole) = 11.9
- E_tot (eV) = -21091.017

```
13
CH6N2O3S | the OMol25 dataset | the ωB97M-V functional and the def2-TZVPD basis
C -0.396 -0.417 -0.324
N 0.483 -1.658 0.000
N 0.279 0.776 0.072
O -2.919 1.468 -0.005
O -3.944 -0.794 0.468
O -1.603 -0.548 0.364
S -3.037 -0.148 -0.385
H -0.652 -0.333 -1.387
H 0.122 -2.566 -0.135
H 1.272 -1.672 -0.668
H -2.624 1.551 0.847
H 1.219 0.722 -0.261
H 0.243 0.979 1.015
```

=====

CH6N2OP2S | the ωB97M-V functional and the def2-TZVPD basis

Summary:
- molecular weight (Da) = 156.09
- multiplicity = 1
- relative energy (zero: lowest compared OMol25 entry of this formula, charge and spin) (kcal per mole) = 62.1
- E_tot (eV) = -35570.901

```
13
CH6N2OP2S | the OMol25 dataset | the ωB97M-V functional and the def2-TZVPD basis
C 1.660 0.744 -1.306
N -1.576 -0.200 0.362
N 0.559 0.044 -0.736
O 2.471 -1.143 1.329
P -0.140 0.332 0.819
P -2.819 -0.671 1.441
S 1.040 -1.505 1.359
H 1.743 0.520 -2.291
H 1.785 1.843 -1.109
H 2.612 0.336 -0.744
H -0.125 -0.167 -1.435
H -3.903 -0.826 0.368
H -3.306 0.692 1.943
```

=====

CH6N2PS | the ωB97M-V functional and the def2-TZVPD basis

Summary:
- molecular weight (Da) = 109.11
- multiplicity = 1
- charge = +1
- relative energy (zero: lowest compared OMol25 entry of this formula, charge and spin) (kcal per mole) = 69.6
- E_tot (eV) = -24228.561

```
11
CH6N2PS | the OMol25 dataset | the ωB97M-V functional and the def2-TZVPD basis
C 0.705 0.215 -1.384
N -0.097 -0.199 -2.288
N 0.089 1.011 -0.198
P 0.694 -0.769 3.009
S -1.010 -0.972 2.051
H 0.124 -0.755 -3.019
H -1.096 -0.042 -2.112
H -0.644 1.691 -0.233
H 0.946 1.619 0.103
H -0.221 0.312 0.563
H 0.510 -2.109 3.509
```

=====

CH6N2S | the ωB97M-V functional and the def2-TZVPD basis

Summary:
- molecular weight (Da) = 78.14
- multiplicity = 1
- relative energy (zero: lowest compared OMol25 entry of this formula, charge and spin) (kcal per mole) = 27.0
- E_tot (eV) = -14948.415

```
10
CH6N2S | the OMol25 dataset | the ωB97M-V functional and the def2-TZVPD basis
H -2.255 -0.229 3.004
N -2.390 0.097 2.048
C -1.258 -0.247 1.536
N -0.898 -0.216 0.209
H -0.439 -0.207 2.282
H 0.100 -0.099 0.266
H -1.310 0.310 -0.549
S 1.901 0.115 -1.775
H 2.065 0.760 -0.623
H 2.361 -0.917 -0.869
```

=====

CH6N2S2 | the ωB97M-V functional and the def2-TZVPD basis

Summary:
- molecular weight (Da) = 110.21
- multiplicity = 1
- relative energy (zero: lowest compared OMol25 entry of this formula, charge and spin) (kcal per mole) = 6.5
- E_tot (eV) = -25784.627

```
11
CH6N2S2 | the OMol25 dataset | the ωB97M-V functional and the def2-TZVPD basis
H -0.361 -1.461 -1.502
N -0.195 -1.234 -0.519
C 0.926 -0.625 -0.440
N 1.525 -0.370 0.750
H 1.477 -0.241 -1.297
H 2.075 0.466 0.858
H 0.992 -0.620 1.571
S -2.220 0.916 1.229
S -1.520 2.184 -0.309
H -1.674 -0.194 0.699
H -1.024 1.179 -1.041
```

=====

CH6N3O2 | the ωB97M-V functional and the def2-TZVPD basis

Summary:
- molecular weight (Da) = 92.08
- multiplicity = 3
- charge = +1
- relative energy (zero: lowest compared OMol25 entry of this formula, charge and spin) (kcal per mole) = 0.0
- E_tot (eV) = -9685.171

```
12
CH6N3O2 | the OMol25 dataset | the ωB97M-V functional and the def2-TZVPD basis
C -0.382 -0.287 -0.136
N -1.078 0.728 0.174
N 1.776 0.832 -0.236
N -0.511 -1.526 -0.420
O -2.499 0.689 0.248
O 2.700 0.071 0.276
H -0.723 1.688 0.165
H 1.946 0.933 -1.323
H -1.354 -1.989 -0.636
H 0.176 -2.298 -0.372
H -2.786 1.184 0.938
H 2.734 -0.024 1.323
```